--- 1 ---
27
Properties=species:S:1:pos:R:3 method="wB97M-V/def2-TZVPD" smiles="NC[C@@H](CS)NC=O.O.O.O" orbital_gap_ev=9.86
N -0.53 -1.80 1.95
C -1.42 -1.34 0.90
C -1.01 0.03 0.40
C -2.00 0.55 -0.64
S -2.01 -0.45 -2.18
N -0.89 0.90 1.57
C -0.39 2.15 1.51
O -0.26 2.79 0.47
H -0.89 -2.63 2.41
H 0.41 -2.02 1.66
H -2.43 -1.30 1.30
H -1.49 -1.99 0.04
H -0.04 -0.08 -0.07
H -3.00 0.67 -0.24
H -1.70 1.53 -0.98
H -1.28 0.44 -2.86
H -0.85 0.33 2.40
H -0.07 2.60 2.45
O 3.30 -0.67 -2.08
H 2.56 -0.11 -2.33
H 3.61 -0.41 -1.20
O 1.45 1.60 -1.44
H 1.42 2.20 -2.19
H 1.04 2.05 -0.67
O 2.26 -1.94 0.23
H 1.82 -1.08 0.32
H 2.38 -2.00 -0.73

***

--- 2 ---
27
Properties=species:S:1:pos:R:3 method="wB97M-V/def2-TZVPD" smiles="CN[C@@H](CS)C(N)=O.O.O.O" orbital_gap_ev=9.14
C 1.53 -0.98 -1.15
N 0.57 -0.08 -0.48
C -0.58 -0.80 0.16
C -1.78 -0.81 -0.77
S -3.40 -1.10 0.06
C -0.21 -2.14 0.77
N 0.79 -2.10 1.69
O -0.88 -3.12 0.53
H 1.39 -1.03 -2.24
H 1.52 -2.02 -0.84
H 2.56 -0.62 -1.10
H 0.22 0.52 -1.24
H -0.85 -0.07 0.93
H -1.90 0.17 -1.21
H -1.66 -1.54 -1.56
H -3.00 -1.39 1.30
H 1.00 -2.85 2.34
H 1.49 -1.38 1.65
O 0.42 3.53 -0.05
H 0.70 2.63 0.17
H -0.03 3.82 0.75
O 1.12 1.76 2.30
H 1.11 0.87 1.92
H 0.41 1.67 2.95
O -0.03 2.00 -2.16
H -0.29 2.79 -1.64
H -0.24 2.26 -3.07

***

Calculated relative energies: 1 0.0; 2 66.4, given in kJ/mol

***

--- 1 ---
8
Properties=species:S:1:pos:R:3 method="wB97M-V/def2-TZVPD" smiles="N=[S@@](=O)(F)C(=O)F" orbital_gap_ev=10.95
N -1.32 0.53 0.23
S -0.27 -0.58 0.05
O -0.19 -1.61 1.07
F -0.47 -1.27 -1.44
C 1.09 0.54 -0.22
O 1.92 0.75 0.58
F 0.99 1.24 -1.39
H -1.75 0.39 1.10

***

--- 2 ---
8
Properties=species:S:1:pos:R:3 method="wB97M-V/def2-TZVPD" orbital_gap_ev="9.67 / 9.67"
C 0.88 0.06 1.02
N -1.12 0.74 -1.59
O -0.14 0.49 1.44
O 1.28 0.00 -0.24
F 1.81 -0.47 1.80
F -0.89 -1.69 -0.11
S 0.00 -0.20 -1.47
H -1.81 1.09 -0.85

***

Calculated relative energies: 1 0.0; 2 23.3, given in kJ/mol

***

--- 1 ---
90
Properties=species:S:1:pos:R:3 method="wB97M-V/def2-TZVPD" total_charge=+1 multiplicity=2 orbital_gap_ev="7.26 / 6.35"
Ru 0.65 0.67 0.59
C 3.21 2.08 1.15
C 2.77 2.79 -0.15
N 1.35 2.46 -0.51
C 0.44 3.63 -0.30
C -0.87 3.21 0.33
N -0.64 2.22 1.39
C -0.09 2.83 2.64
C 1.42 2.93 2.58
N 2.01 1.74 1.92
H 3.75 1.17 0.94
H 3.87 2.73 1.72
H 2.86 3.87 -0.05
H 3.44 2.52 -0.97
H 1.31 2.20 -1.49
H 0.95 4.36 0.33
H 0.26 4.14 -1.25
H -1.39 4.09 0.71
H -1.50 2.75 -0.42
H -1.52 1.77 1.65
H -0.53 3.82 2.80
H -0.38 2.18 3.45
H 1.76 3.81 2.04
H 1.82 3.01 3.59
H 2.18 1.00 2.63
Br -0.71 -3.89 2.59
C 0.92 -3.26 1.93
C 2.03 -4.14 1.98
C 3.21 -3.84 1.37
Br 4.64 -5.07 1.42
C 3.34 -2.63 0.63
C 4.42 -2.30 -0.21
C 4.35 -1.17 -0.99
C 3.23 -0.34 -0.88
N 2.23 -0.58 -0.05
C 2.26 -1.74 0.67
C 1.04 -2.03 1.33
O 0.07 -1.14 1.20
H 1.92 -5.08 2.49
H 5.28 -2.96 -0.27
H 5.13 -0.91 -1.68
H 3.16 0.55 -1.50
C -1.52 2.19 -3.07
C -2.44 1.11 -2.50
C -3.13 0.46 -3.70
C -3.55 1.74 -1.64
Sb -1.25 -0.30 -1.25
C -2.75 -1.50 -0.19
C -3.08 -0.75 1.10
C -4.03 -1.74 -0.99
C -2.15 -2.87 0.12
C -0.30 -1.64 -2.72
C 0.56 -2.69 -2.02
C -1.33 -2.37 -3.57
C 0.60 -0.78 -3.61
H -2.12 2.96 -3.56
H -0.84 1.79 -3.82
H -0.91 2.69 -2.32
H -3.86 1.17 -4.10
H -3.68 -0.45 -3.46
H -2.43 0.24 -4.51
H -3.88 2.67 -2.11
H -3.29 1.97 -0.61
H -4.42 1.09 -1.59
H -3.53 0.22 0.89
H -2.20 -0.61 1.74
H -3.81 -1.32 1.67
H -4.60 -0.84 -1.20
H -4.67 -2.39 -0.38
H -3.85 -2.27 -1.93
H -1.18 -2.82 0.59
H -2.09 -3.50 -0.77
H -2.82 -3.38 0.82
H -0.03 -3.38 -1.42
H 1.32 -2.26 -1.38
H 1.07 -3.27 -2.79
H -2.06 -2.91 -2.97
H -0.81 -3.12 -4.18
H -1.86 -1.72 -4.26
H 1.33 -0.21 -3.03
H 0.03 -0.09 -4.23
H 1.16 -1.43 -4.29
F 1.08 2.09 5.53
C 0.61 0.89 5.93
F -0.61 1.08 6.42
F 1.40 0.44 6.89
S 0.57 -0.28 4.49
O 0.38 -1.56 5.09
O 1.87 -0.06 3.86
O -0.54 0.24 3.69

***

--- 2 ---
90
Properties=species:S:1:pos:R:3 method="wB97M-V/def2-TZVPD" total_charge=+1 multiplicity=2 orbital_gap_ev="5.25 / 4.86"
Ru 1.47 -0.23 1.41
C -0.81 0.36 3.08
C 0.23 0.92 4.01
N 1.56 0.60 3.45
C 2.55 1.71 3.45
C 2.33 2.62 2.27
N 1.92 1.82 1.08
C 0.70 2.31 0.41
C -0.47 2.06 1.31
N -0.41 0.64 1.68
H -0.84 -0.73 3.18
H -1.80 0.75 3.30
H 0.14 2.00 4.14
H 0.11 0.48 5.00
H 2.01 -0.13 4.00
H 2.53 2.26 4.39
H 3.52 1.26 3.36
H 1.56 3.38 2.44
H 3.26 3.14 2.08
H 2.67 1.78 0.40
H 0.77 3.36 0.11
H 0.56 1.70 -0.47
H -0.45 2.67 2.22
H -1.39 2.31 0.78
H -1.04 0.11 1.03
Br -0.13 -1.07 -3.88
C 1.45 -1.33 -2.86
C 2.47 -1.98 -3.60
C 3.56 -2.52 -2.98
Br 4.94 -3.29 -3.99
C 3.58 -2.57 -1.56
C 4.47 -3.35 -0.80
C 4.23 -3.53 0.54
C 3.13 -2.89 1.11
N 2.36 -2.03 0.46
C 2.57 -1.87 -0.88
C 1.58 -1.08 -1.50
O 0.85 -0.28 -0.72
H 2.36 -2.06 -4.67
H 5.31 -3.83 -1.28
H 4.86 -4.15 1.16
H 2.88 -3.09 2.14
C -5.02 -0.08 0.16
C -4.35 0.78 -0.90
C -4.46 2.22 -0.41
C -5.09 0.64 -2.24
Sb -2.16 0.24 -1.25
C -2.27 -2.05 -0.92
C -2.46 -2.13 0.59
C -1.05 -2.88 -1.25
C -3.44 -2.60 -1.74
C -1.41 1.99 -2.85
C -2.09 1.78 -4.19
C -1.89 3.22 -2.12
C 0.11 1.96 -2.96
H -6.05 0.26 0.26
H -4.55 0.05 1.14
H -5.06 -1.14 -0.05
H -5.51 2.42 -0.17
H -4.16 2.95 -1.13
H -3.89 2.38 0.52
H -6.16 0.84 -2.09
H -5.00 -0.35 -2.67
H -4.73 1.36 -2.97
H -1.52 -1.86 1.10
H -2.67 -3.17 0.86
H -3.27 -1.53 0.99
H -0.17 -2.57 -0.68
H -0.81 -2.90 -2.31
H -1.28 -3.91 -0.96
H -4.38 -2.09 -1.57
H -3.59 -3.65 -1.49
H -3.21 -2.55 -2.80
H -3.17 1.84 -4.11
H -1.82 0.84 -4.66
H -1.78 2.59 -4.87
H -2.93 3.43 -2.33
H -1.31 4.07 -2.49
H -1.74 3.18 -1.04
H 0.46 1.30 -3.74
H 0.62 1.68 -2.05
H 0.42 2.97 -3.23
F 6.66 -0.76 2.37
C 6.01 -0.36 3.46
F 5.89 0.97 3.40
F 6.71 -0.68 4.54
S 4.35 -1.15 3.53
O 3.73 -0.65 4.74
O 4.61 -2.55 3.47
O 3.71 -0.56 2.32

***

Calculated relative energies: 1 0.0; 2 383.7, given in kJ/mol

***

--- 1 ---
6
Properties=species:S:1:pos:R:3 method="wB97M-V/def2-TZVPD" orbital_gap_ev="8.05 / 8.05"
N 1.28 0.40 0.03
O -1.63 -0.89 -0.02
S -1.15 0.64 -0.23
H 1.77 1.24 -0.14
H 1.41 -0.32 -0.66
H -1.69 -1.07 1.02

***

--- 2 ---
6
Properties=species:S:1:pos:R:3 method="wB97M-V/def2-TZVPD" orbital_gap_ev="8.35 / 8.35"
N 0.88 0.37 0.08
O -2.00 -0.92 0.02
S -1.49 0.63 -0.21
H 1.34 1.22 -0.14
H 0.84 -0.20 -0.70
H -1.90 -1.03 0.92

***

Calculated relative energies: 1 24.9; 2 0.0, given in kJ/mol

***

--- 1 ---
9
Properties=species:S:1:pos:R:3 method="wB97M-V/def2-TZVPD" smiles=[O-]CONO total_charge=-1 orbital_gap_ev=7.62
O 1.32 -0.77 -0.43
C 0.05 -1.06 -0.30
O -0.84 0.28 -0.58
N -0.61 0.99 0.55
O 0.77 1.38 0.52
H -0.46 -1.83 -0.99
H -0.15 -1.29 0.75
H -1.23 1.85 0.42
H 1.15 0.46 0.06

***

--- 2 ---
9
Properties=species:S:1:pos:R:3 method="wB97M-V/def2-TZVPD" total_charge=-1 orbital_gap_ev=8.78
C -2.02 -0.16 0.45
N 1.96 0.37 -0.86
O 2.02 -0.12 0.51
O -0.84 0.25 0.43
O -2.61 -1.02 -0.19
H -2.55 0.31 1.29
H 1.06 0.79 -0.98
H 1.15 0.04 0.91
H 1.81 -0.46 -1.56

***

Calculated relative energies: 1 285.1; 2 0.0, given in kJ/mol

***

--- 1 ---
18
Properties=species:S:1:pos:R:3 method="wB97M-V/def2-TZVPD" orbital_gap_ev=8.49
C 1.99 0.83 0.30
C 1.43 1.01 -0.95
C 1.15 0.62 1.35
C -0.06 0.86 -1.08
C -0.18 0.63 1.25
C -0.81 0.88 0.06
C -0.66 -2.03 0.37
O -2.20 0.86 0.01
O 0.55 -2.22 -0.11
S -2.01 -2.44 -0.62
H 3.06 0.90 0.46
H 2.02 1.25 -1.71
H 1.54 0.40 2.38
H -0.43 0.69 -2.16
H -0.71 0.85 2.25
H -2.44 1.28 -0.88
H 0.64 -2.63 -1.00
H -2.88 -1.74 0.07

***

--- 2 ---
18
Properties=species:S:1:pos:R:3 method="wB97M-V/def2-TZVPD" orbital_gap_ev="7.05 / 6.46"
C 0.20 -2.40 0.02
C 0.93 -1.42 0.19
C -2.19 1.09 0.22
C -0.86 1.63 0.51
C -2.62 0.01 -0.40
C 1.61 -0.23 0.45
C 3.14 -0.09 0.34
O -3.95 -0.27 -0.48
O 3.53 0.08 -1.02
S 0.82 1.33 0.38
H -0.35 -3.17 -0.37
H -3.06 1.77 0.26
H -0.90 2.71 0.87
H -2.16 -0.91 -0.68
H 3.64 -1.03 0.74
H 3.44 0.91 0.74
H -4.41 0.58 -0.24
H 3.16 -0.60 -1.53

***

Calculated relative energies: 1 0.0; 2 210.2, given in kJ/mol

***

--- 1 ---
15
Properties=species:S:1:pos:R:3 method="wB97M-V/def2-TZVPD" smiles=C[C@H]1C[C@H](F)C1 orbital_gap_ev=11.42
C -2.26 -0.11 -0.03
C -0.83 -0.09 -0.47
C -0.11 1.17 0.08
C 1.09 0.22 0.44
F 2.21 -0.11 -0.38
C 0.09 -1.04 0.28
H -2.31 -0.29 1.04
H -2.87 0.82 -0.16
H -2.79 -0.93 -0.62
H -0.66 -0.16 -1.52
H -0.02 2.02 -0.63
H -0.68 1.52 0.98
H 1.57 0.44 1.44
H -0.41 -1.34 1.23
H 0.48 -2.04 -0.21

***

--- 2 ---
15
Properties=species:S:1:pos:R:3 method="wB97M-V/def2-TZVPD" orbital_gap_ev="8.56 / 8.06"
C 0.33 -0.89 0.64
C -1.03 -0.54 0.10
C 1.17 0.33 0.12
C -1.50 -1.01 -1.22
C 1.17 1.70 0.78
F 1.74 0.22 -1.09
H 0.37 -0.86 1.65
H 0.75 -1.86 0.31
H -1.82 -0.15 0.70
H -1.98 -1.96 -1.29
H -0.68 -0.94 -1.92
H -2.31 -0.43 -1.66
H 0.61 1.85 1.63
H 0.96 2.55 0.18
H 2.23 1.99 1.08

***

Calculated relative energies: 1 0.0; 2 217.5, given in kJ/mol

***

--- 1 ---
15
Properties=species:S:1:pos:R:3 method="wB97M-V/def2-TZVPD" smiles=C[C@H]1C[C@H](F)C1 orbital_gap_ev=11.79
C 0.15 0.90 -1.59
C 0.31 -0.10 -0.51
C 0.50 0.52 0.81
C -0.26 -0.66 1.41
F 0.62 -1.67 1.68
C -0.87 -0.90 0.06
H -0.65 1.62 -1.35
H 1.06 1.46 -1.67
H 0.04 0.45 -2.62
H 1.25 -0.72 -0.80
H 1.45 0.56 1.23
H 0.03 1.44 0.99
H -0.83 -0.50 2.36
H -1.93 -0.47 0.13
H -0.88 -1.93 -0.14

***

--- 2 ---
15
Properties=species:S:1:pos:R:3 method="wB97M-V/def2-TZVPD" smiles="C=CCCCF" orbital_gap_ev=10.53
C 2.66 -0.69 -0.02
C 1.64 0.24 -0.08
C 0.26 -0.25 0.19
C -0.86 0.78 -0.25
C -2.24 0.15 0.15
F -2.24 -1.26 -0.21
H 2.49 -1.71 -0.18
H 3.65 -0.40 -0.18
H 1.86 1.34 -0.04
H 0.06 -1.15 -0.44
H 0.13 -0.75 1.18
H -0.91 1.10 -1.36
H -0.86 1.67 0.40
H -2.59 0.33 1.22
H -3.04 0.60 -0.38

***

Calculated relative energies: 1 0.0; 2 43.5, given in kJ/mol

***

--- 1 ---
24
Properties=species:S:1:pos:R:3 method="wB97M-V/def2-TZVPD" smiles="N[S@@](=O)(Oc1ccccc1)=C1CC1" orbital_gap_ev=8.86
N 2.05 -1.98 -0.37
S 1.19 -0.47 -0.44
O 0.70 -0.45 -1.82
O -0.02 -0.70 0.63
C -1.29 -0.29 0.32
C -2.31 -1.15 0.49
C -3.57 -0.73 0.16
C -3.80 0.56 -0.31
C -2.76 1.46 -0.44
C -1.45 1.01 -0.07
C 2.04 0.98 -0.13
C 2.93 0.96 1.10
C 3.52 0.90 -0.26
H 2.05 -2.34 0.52
H 1.81 -2.69 -0.98
H -2.20 -2.23 0.60
H -4.39 -1.50 0.30
H -4.82 1.01 -0.49
H -3.12 2.38 -0.89
H -0.52 1.55 0.12
H 3.00 -0.02 1.74
H 2.78 1.99 1.50
H 4.03 1.68 -0.74
H 4.14 0.04 -0.54

***

--- 2 ---
24
Properties=species:S:1:pos:R:3 method="wB97M-V/def2-TZVPD" orbital_gap_ev=9.40
C -1.85 1.40 -0.30
C -0.80 2.07 -0.74
C 1.25 1.73 1.03
C 0.75 -0.39 1.70
C -1.98 0.04 0.39
C -0.89 -0.86 -0.10
C 0.87 1.00 -0.24
C 0.59 -0.41 0.13
C 1.48 -1.42 -0.58
N 0.95 0.86 2.07
O 1.59 2.87 1.19
O 0.71 -1.41 2.42
S 2.02 1.17 -1.68
H -2.93 1.81 -0.44
H -0.55 3.03 -1.10
H -1.90 0.26 1.46
H -2.97 -0.42 0.16
H -1.03 -1.79 0.46
H -0.93 -0.96 -1.19
H 1.40 -2.44 -0.27
H 2.49 -1.17 -0.59
H 1.15 -1.40 -1.58
H 1.11 1.13 3.05
H 1.92 2.51 -1.55

***

Calculated relative energies: 1 391.6; 2 0.0, given in kJ/mol

***

--- 1 ---
12
Properties=species:S:1:pos:R:3 method="wB97M-V/def2-TZVPD" orbital_gap_ev=7.30
C 0.10 -0.84 0.80
C 1.14 0.02 0.85
C 0.17 0.40 -1.22
H -1.42 -1.18 2.53
H 1.73 0.31 1.68
H 1.46 2.23 -0.38
H -1.43 1.01 -2.33
H -1.89 -0.73 -0.50
N 1.31 0.60 -0.49
N -0.24 1.05 -2.24
N -0.42 -0.74 -0.57
S -0.51 -2.12 1.88

***

--- 2 ---
12
Properties=species:S:1:pos:R:3 method="wB97M-V/def2-TZVPD" orbital_gap_ev=8.25
C 0.15 0.19 0.47
C 0.66 0.43 -0.92
C -1.12 -0.22 0.59
N 1.14 0.24 1.46
N 2.28 0.16 0.94
N 2.32 -1.80 -0.89
S 2.41 -0.24 -0.79
H 0.28 -0.12 -1.82
H 0.48 1.50 -0.97
H -1.64 -0.21 1.50
H -1.73 -0.53 -0.30
H 1.35 -2.12 -0.44

***

Calculated relative energies: 1 206.4; 2 0.0, given in kJ/mol

***

--- 1 ---
12
Properties=species:S:1:pos:R:3 method="wB97M-V/def2-TZVPD" smiles=Cn1cn[n+]([S-])c1 orbital_gap_ev="6.81 / 7.17"
C 0.62 -0.02 0.23
N -0.78 -0.05 -0.04
C -1.36 -1.21 -0.55
N -2.66 -1.19 -0.47
N -3.18 -0.05 -0.04
S -4.60 0.44 0.22
C -1.65 0.86 0.32
H 1.21 0.41 -0.62
H 0.91 0.56 1.06
H 1.03 -1.05 0.46
H -0.86 -2.08 -0.70
H -1.71 1.93 0.42

***

--- 2 ---
12
Properties=species:S:1:pos:R:3 method="wB97M-V/def2-TZVPD" orbital_gap_ev=6.96
C -1.81 -1.36 -0.87
C -1.59 -0.14 -0.24
C 0.12 0.76 -0.60
N -1.86 -2.51 -1.12
N 1.68 0.45 1.19
N 1.32 0.22 -0.15
S -2.62 0.80 0.59
H 0.04 0.79 -1.68
H -0.26 1.66 -0.04
H 1.05 0.18 1.96
H 2.47 -0.13 1.57
H 1.46 -0.73 -0.60

***

Calculated relative energies: 1 52.4; 2 0.0, given in kJ/mol